Entry 1:
Below is C22H36ClN3O2Si2W as an isolated structure at a distorted geometry, with properties calculated with wB97M-V/def2-TZVPD.

Spin multiplicity: 3
Molar mass in g mol⁻¹: 650.01
Calculated total energy in Ha: -2280.53293
⟨S²⟩: 2.02
Net charge: +2

Last column: Löwdin spin population.
Geometry (Å):
W -0.20497 0.79628 0.19459  1.770
N -0.56314 3.08697 0.41106  0.012
C 0.37388 3.92746 1.19936  0.002
C 1.71798 4.02650 0.50164  0.001
C 2.43842 2.69459 0.39882  0.009
N 1.71422 1.72528 -0.47965  0.011
H -0.66783 3.49441 -0.51849  0.004
H -1.49570 3.13554 0.81912  0.003
H 0.49634 3.47189 2.18320  0.000
H -0.04760 4.92309 1.34002  -0.001
H 2.35161 4.71166 1.06473  0.000
H 1.59422 4.46825 -0.49330  0.000
H 2.53490 2.23910 1.38455  0.001
H 3.43966 2.84831 -0.00451  0.000
H 2.34314 0.94640 -0.68188  0.004
H 1.53212 2.16033 -1.38596  0.002
C 3.02200 -3.30485 0.62167  0.001
Si 2.66025 -1.49989 0.31077  0.004
C 2.91036 -1.11133 -1.52683  0.001
C 3.83556 -0.46637 1.35712  0.001
C 0.87079 -1.00128 0.76654  0.001
C 0.62907 -0.74558 2.21791  0.031
C 0.88703 -1.50559 3.34625  0.000
C 0.49473 -1.01418 4.58262  0.018
C -0.15718 0.21472 4.67144  0.002
C -0.39219 0.92472 3.51729  0.007
N 0.00681 0.45739 2.32408  0.019
Si -0.47553 -2.25367 0.14592  0.005
C -2.09799 -1.52955 0.84397  0.003
C -0.36280 -3.99917 0.78669  -0.001
C -0.45795 -2.21853 -1.73130  0.007
H 4.08860 -3.47497 0.45810  0.000
H 2.47905 -3.95326 -0.06551  0.000
H 2.79632 -3.62028 1.64169  0.000
H 3.81502 -0.52085 -1.69507  0.000
H 2.06555 -0.61350 -2.00819  0.001
H 3.05922 -2.04752 -2.06926  0.000
H 4.81590 -0.94793 1.34449  0.000
H 3.52209 -0.40550 2.40187  0.000
H 3.98599 0.54882 0.98787  0.000
H 1.38141 -2.46241 3.25030  -0.001
H 0.68738 -1.58715 5.48010  0.001
H -0.47900 0.61113 5.62308  0.000
H -0.90130 1.88035 3.53588  0.000
H -2.35316 -2.08325 1.75115  0.000
H -2.91708 -1.64898 0.13403  0.000
H -2.10953 -0.47877 1.15984  0.001
H -0.20862 -4.03809 1.86658  0.000
H 0.42941 -4.57044 0.30608  0.000
H -1.30938 -4.50117 0.57217  0.000
H -0.29591 -1.23239 -2.16371  0.002
H -1.40392 -2.60101 -2.12267  0.000
H 0.33070 -2.87251 -2.11158  0.001
Cl -6.08606 0.33245 -5.83914  0.002
C -4.89627 0.55650 -4.63360  0.004
C -3.55824 0.68088 -5.00454  -0.001
C -2.59938 0.85778 -4.03242  0.004
C -2.97310 0.91640 -2.68494  0.001
C -4.32028 0.79540 -2.32275  0.003
C -5.27897 0.61229 -3.29429  0.000
C -1.96853 1.06955 -1.66263  0.017
O -0.70560 1.08237 -1.90574  0.032
O -2.26036 1.16151 -0.40725  0.013
H -3.28342 0.63740 -6.04886  0.000
H -1.55607 0.95355 -4.30175  0.000
H -4.60104 0.84684 -1.27938  0.000
H -6.32162 0.51390 -3.02741  0.000


Entry 2:
Below is a 3-piece molecular cluster, C22H36F3N3O7 overall at a distorted geometry, with properties calculated with wB97M-V/def2-TZVPD.

Molar mass in g mol⁻¹: 511.54
Calculated total energy in Ha: -1849.81522
Net charge: +2

Last column: Löwdin charge in e.
Geometry (Å):
C 5.07096 -4.64017 0.06952  -0.019
C 4.37373 -3.27964 0.26201  -0.408
O 2.98905 -3.44309 0.60628  -0.067
C 4.98980 -2.46558 1.38906  -0.148
N 4.85005 -1.00947 1.12170  -0.044
C 6.04569 -0.21408 1.43323  -0.185
C 6.02360 1.14202 0.77411  -0.124
O 5.03650 2.05510 1.31672  0.009
N 3.75394 1.61383 1.12298  -0.065
C 3.29206 1.27585 -0.08381  0.049
C 2.00033 0.80488 -0.24009  0.073
C 1.18851 0.67004 0.87665  -0.123
C -0.18296 0.11614 0.79882  -0.122
C -1.15915 0.66748 -0.01209  0.083
C -2.42004 0.09409 -0.02259  0.038
N -2.69834 -0.98574 0.71869  -0.011
C -4.07519 -1.55787 0.67065  0.007
C -4.17510 -2.94870 0.01822  -0.242
O -4.10518 -3.99664 0.93996  0.047
C -3.19721 -3.14951 -1.13397  -0.600
F -1.97892 -3.46917 -0.68990  0.163
F -3.09610 -2.02731 -1.85155  0.167
F -3.60845 -4.12087 -1.93588  0.199
C -1.76328 -1.54454 1.50743  0.026
C -0.49224 -1.01010 1.56016  0.063
C 1.68960 1.07160 2.11656  0.063
C 2.98309 1.54456 2.21713  0.055
H 5.81810 -4.80519 0.84034  0.077
H 5.61105 -4.65887 -0.87071  0.084
H 4.37394 -5.46802 0.12838  0.081
H 4.40012 -2.69490 -0.65365  0.127
H 2.64262 -4.18773 0.11063  0.080
H 6.02224 -2.74272 1.55412  0.119
H 4.38301 -2.70087 2.26004  0.130
H 4.12835 -0.68135 1.74951  0.082
H 6.91323 -0.72304 1.01748  0.135
H 6.24195 -0.13637 2.50585  0.135
H 5.91720 1.02246 -0.30133  0.121
H 6.97109 1.63732 0.94474  0.144
H 3.94908 1.36630 -0.92839  0.156
H 1.64912 0.51864 -1.21685  0.148
H -0.92568 1.53034 -0.62075  0.106
H -3.21107 0.50010 -0.63771  0.118
H -4.69524 -0.83029 0.16391  0.122
H -4.42395 -1.65457 1.69224  0.154
H -5.16481 -3.01654 -0.42177  0.176
H -3.18930 -4.22930 1.12873  0.104
H -2.00816 -2.40529 2.10206  0.153
H 0.25020 -1.48216 2.18200  0.140
H 1.06940 1.00880 2.99310  0.142
H 3.39756 1.84999 3.16147  0.165
C -7.25580 1.59332 -2.27775  -0.237
C -6.02815 1.96674 -1.47733  -0.204
O -5.00938 0.94990 -1.61523  -0.119
O -7.77319 0.33906 -1.86375  -0.048
H -8.03690 2.33836 -2.13616  0.132
H -7.00924 1.54416 -3.34672  0.125
H -6.26859 2.00932 -0.41638  0.127
H -5.63164 2.93469 -1.79300  0.122
H -4.68705 0.98177 -2.52384  0.102
H -7.01935 -0.24193 -1.72018  0.065
C -1.02986 4.23390 -2.00734  -0.218
C -1.22384 5.23215 -0.88750  -0.232
O 0.04062 5.75946 -0.49091  -0.062
O -0.12043 3.21234 -1.58213  -0.112
H -1.97186 3.76075 -2.28546  0.118
H -0.61168 4.72602 -2.89075  0.126
H -1.62815 4.73216 -0.00711  0.122
H -1.90625 6.03316 -1.18190  0.130
H 0.35612 6.34969 -1.18464  0.103
H 0.55544 3.68055 -1.07204  0.077


Entry 3:
Below is C22H36HfO2P2 as an isolated structure at a distorted geometry, with properties calculated with wB97M-V/def2-TZVPD.

Molar mass in g mol⁻¹: 572.97
Calculated total energy in Ha: -1740.51597
Net charge: +2

Last column: Löwdin charge in e.
Geometry (Å):
P -1.73864 1.74922 0.24020  0.733
P -1.17116 -0.52290 -2.36265  0.735
C -2.62173 1.75774 -1.36256  -0.420
C -2.71535 0.43984 -2.12809  -0.405
H -2.18650 2.55064 -1.98941  0.094
H -3.63480 2.08647 -1.11604  0.036
H -3.48473 -0.22376 -1.70113  0.106
H -3.01775 0.65801 -3.15710  0.025
C -0.49175 0.15600 -3.89973  -0.221
H 0.40934 -0.42101 -4.14429  0.064
H -0.20897 1.20858 -3.75774  0.063
H -1.22882 0.06912 -4.71032  0.062
C -1.76011 -2.17872 -2.74423  -0.222
H -2.33045 -2.16426 -3.68143  0.077
H -2.38954 -2.54625 -1.92480  0.066
H -0.88858 -2.83615 -2.84265  0.064
C -1.46268 3.51051 0.58325  -0.214
H -0.95169 3.63248 1.54717  0.060
H -2.42864 4.03756 0.60602  0.075
H -0.82298 3.94039 -0.19902  0.063
C -3.04004 1.25308 1.42032  -0.209
H -3.34414 0.21380 1.23153  0.059
H -3.90847 1.92168 1.31997  0.068
H -2.63967 1.31281 2.44263  0.064
Hf 0.11008 -0.00654 -0.21642  1.618
C -5.04549 0.97190 -4.07353  -0.121
C -4.11915 1.69784 -4.73434  -0.130
C -4.29829 3.13025 -5.14034  -0.169
C -4.95574 4.05397 -4.07219  -0.169
C -4.66198 3.70815 -2.64113  -0.121
C -5.46856 2.95670 -1.86527  -0.142
C -6.62389 2.13867 -2.36212  -0.167
C -6.43230 1.43848 -3.74370  -0.169
C 0.67700 0.88170 1.72288  -0.303
H -4.86156 -0.08370 -3.83362  0.106
H -3.22750 1.21979 -5.16052  0.095
H -4.90341 3.19420 -6.06293  0.130
H -3.31320 3.55024 -5.39899  0.110
H -4.57601 5.07289 -4.24921  0.121
H -6.04041 4.09281 -4.25218  0.115
H -3.77547 4.19576 -2.22010  0.103
H -5.40356 3.02010 -0.76935  0.105
H -7.54037 2.75424 -2.41664  0.129
H -6.83932 1.35646 -1.61590  0.110
H -7.06708 0.53758 -3.72349  0.119
H -6.84201 2.08157 -4.53743  0.117
H 0.95882 0.04093 2.38350  0.026
H 0.02074 1.53860 2.31177  -0.015
H 1.61207 1.44608 1.53642  0.030
O 2.07647 -0.83744 -0.62317  -0.136
C 1.80279 -1.92136 0.06720  -0.489
O 0.54800 -2.02862 0.43921  -0.135
C 2.82809 -2.84883 0.48611  -0.163
C 4.12074 -2.71151 -0.03482  0.011
C 5.12020 -3.56421 0.42828  -0.032
C 4.82201 -4.52781 1.40414  -0.017
C 3.53351 -4.61835 1.95024  -0.032
C 2.52143 -3.78025 1.48764  0.012
H 4.31679 -1.94466 -0.78955  0.131
H 6.13382 -3.47967 0.02762  0.124
H 5.60328 -5.20356 1.74710  0.124
H 3.31543 -5.34528 2.73208  0.122
H 1.50535 -3.82127 1.87787  0.128


Entry 4:
Below is C22H36IrN4S2Si3 as an isolated structure at a distorted geometry, with properties calculated with wB97M-V/def2-TZVPD.

Molar mass in g mol⁻¹: 697.17
Calculated total energy in Ha: -2847.97183
Net charge: +1

Last column: Löwdin charge in e.
Geometry (Å):
Ir 0.20845 -0.17827 -1.29585  1.061
C 4.52255 3.32243 -2.10455  -0.366
S 3.68705 2.44063 -3.45465  0.836
C 2.31965 1.71203 -2.61305  -1.084
S 2.45415 -0.00077 -2.32105  0.634
N 1.21535 2.35203 -2.45225  -0.061
N 0.16355 1.71523 -1.97725  -0.203
C -1.06315 2.18233 -2.31055  -0.018
C -2.11185 1.27003 -2.42095  -0.274
C -3.40505 1.62333 -2.88295  0.017
C -4.37015 0.66073 -2.99605  -0.019
C -4.05515 -0.66607 -2.67475  -0.009
C -2.77375 -0.95957 -2.25415  -0.111
N -1.83285 -0.03907 -2.11325  0.001
H 5.30875 3.90293 -2.57285  0.037
H 4.95165 2.59803 -1.42045  0.033
H 3.81935 3.97573 -1.60045  0.041
H -1.16985 3.22283 -2.57525  0.145
H -3.59795 2.64993 -3.14775  0.129
H -5.36475 0.90973 -3.33165  0.124
H -4.79275 -1.44627 -2.75165  0.118
H -2.49905 -1.98057 -2.01865  0.118
C 3.05255 -1.25517 0.91595  -0.190
Si 1.99995 0.21383 1.54455  0.456
C 2.87155 1.80103 0.94325  -0.168
C 2.16095 0.27163 3.44935  -0.163
C 0.16005 0.01553 0.96565  -0.512
Si -0.95865 1.49703 1.52795  0.473
C -2.71915 1.48733 0.78445  -0.158
C -0.25015 3.22383 1.11515  -0.169
C -1.20665 1.32783 3.41615  -0.159
Si -0.55115 -1.71627 1.40625  0.535
C 0.16155 -2.62127 2.92565  -0.155
C -2.44725 -1.91207 1.51775  -0.158
C -0.13015 -2.83357 -0.09955  -0.283
C -0.23095 -4.21777 -0.10425  -0.038
C 0.02985 -4.93687 -1.25525  -0.028
C 0.37945 -4.23877 -2.40185  -0.027
C 0.46165 -2.86317 -2.33685  -0.140
N 0.21465 -2.18487 -1.21515  -0.185
H 4.07925 -0.92817 0.78095  0.035
H 2.71365 -1.64727 -0.03775  -0.028
H 3.07025 -2.07187 1.62755  0.020
H 3.92065 1.74623 1.21485  0.043
H 2.46185 2.69453 1.39865  0.019
H 2.81605 1.91733 -0.13225  -0.025
H 3.15705 -0.05047 3.73505  0.039
H 1.45615 -0.35317 3.98265  0.010
H 2.04015 1.28623 3.81065  0.027
H -2.76145 2.04433 -0.14345  0.004
H -3.39945 1.97303 1.47655  0.042
H -3.10975 0.49803 0.59225  0.001
H 0.35385 3.23083 0.21525  0.001
H 0.35525 3.61433 1.92585  0.029
H -1.06665 3.92403 0.96355  0.033
H -1.63295 0.36473 3.67695  0.021
H -1.89585 2.09423 3.75665  0.036
H -0.28845 1.44623 3.97755  0.013
H -0.07615 -2.09237 3.84145  0.030
H 1.23795 -2.73767 2.87565  0.023
H -0.27365 -3.61257 3.01185  0.032
H -2.87375 -1.25387 2.26515  0.027
H -2.69655 -2.92927 1.80755  0.039
H -2.94765 -1.71687 0.57445  0.008
H -0.51575 -4.72287 0.80225  0.110
H -0.04285 -6.01277 -1.26705  0.119
H 0.58015 -4.74477 -3.33065  0.117
H 0.72655 -2.28587 -3.21165  0.095